{"formula": "C7H12", "method": "ωB97M-V/def2-TZVPD", "energy_ev": -7450.104, "spin_multiplicity": 1, "charge": 0, "molar_mass_g_mol": 96.2, "species": ["C", "C", "C", "C", "C", "C", "C", "H", "H", "H", "H", "H", "H", "H", "H", "H", "H", "H", "H"], "positions_angstrom": [[-2.73951, 0.93700, 0.25649], [-1.64817, 0.31332, -0.61000], [-0.42113, -0.10467, 0.19988], [0.64757, -0.77412, -0.66811], [2.18476, -2.32524, 0.30838], [1.93561, -1.06267, 0.09141], [2.84372, 0.06041, 0.52484], [-3.09643, 0.22633, 1.01099], [-2.36408, 1.82189, 0.78382], [-3.59962, 1.24619, -0.34671], [-2.05143, -0.56151, -1.13816], [-1.34108, 1.02668, -1.38710], [-0.71650, -0.80245, 0.99421], [-0.00193, 0.77771, 0.70310], [0.24275, -1.70494, -1.08596], [0.90217, -0.13271, -1.52384], [2.31887, 0.74883, 1.19552], [3.17579, 0.62558, -0.35349], [3.72863, -0.31563, 1.04472]], "forces_ev_per_angstrom": [[-0.035, 0.022, 0.027], [0.017, -0.015, -0.052], [0.013, 0.018, 0.072], [-0.112, -0.044, -0.095], [-0.137, 0.676, -0.129], [0.129, -0.525, 0.098], [0.089, 0.060, 0.054], [0.057, 0.102, -0.106], [-0.053, -0.122, -0.072], [0.124, -0.046, 0.095], [0.065, 0.107, 0.075], [-0.036, -0.098, 0.099], [0.032, 0.094, -0.101], [-0.060, -0.111, -0.090], [0.063, 0.136, 0.057], [-0.013, -0.091, 0.122], [0.056, -0.123, -0.099], [-0.064, -0.085, 0.113], [-0.136, 0.046, -0.071]], "mulliken_charge": [-1.248, -0.327, -0.459, -0.803, -0.269, 0.438, -1.185, 0.325, 0.316, 0.363, 0.300, 0.309, 0.267, 0.292, 0.395, 0.344, 0.301, 0.283, 0.357]}



{"formula": "C3H9CaO3", "method": "ωB97M-V/def2-TZVPD", "energy_ev": -27832.764, "spin_multiplicity": 1, "charge": 1, "molar_mass_g_mol": 133.2, "species": ["O", "H", "H", "C", "O", "C", "C", "H", "H", "H", "H", "H", "H", "H", "Ca", "O"], "positions_angstrom": [[3.06392, 1.87802, -0.40343], [2.33580, 2.60459, -0.18405], [3.79516, 2.07450, 0.18874], [-0.53106, -2.42087, -0.20346], [-0.23392, -1.02919, -0.19039], [-1.32193, -0.18353, 0.22261], [-0.91168, 1.27386, 0.07395], [0.36363, -2.94443, -0.55539], [-0.78926, -2.76050, 0.80920], [-1.37218, -2.60453, -0.88454], [-1.54395, -0.42370, 1.27431], [-2.18442, -0.41198, -0.41974], [-1.09596, 1.57394, -0.97565], [-1.57438, 1.86168, 0.73435], [1.57813, -0.00547, 0.10926], [0.42210, 1.51760, 0.40423]], "forces_ev_per_angstrom": [[-2.269, 1.650, 0.827], [1.970, -2.103, -0.645], [0.276, 0.254, -0.051], [-0.380, -0.344, 0.019], [-0.693, -0.608, -0.364], [-0.694, -0.117, 0.415], [-0.358, 0.787, -0.295], [-0.227, 0.022, 0.018], [0.021, 0.038, -0.251], [0.255, -0.089, 0.154], [-0.049, -0.036, -0.270], [0.069, 0.074, 0.327], [-0.068, 0.044, 0.343], [-0.010, -0.164, -0.392], [3.181, -0.290, -0.163], [-1.023, 0.883, 0.328]], "mulliken_charge": [-0.731, 0.406, 0.364, -0.687, -0.415, -0.413, -0.340, 0.272, 0.329, 0.281, 0.354, 0.371, 0.298, 0.304, 1.495, -0.888]}